[1]
The following is a quantum chemistry calculation of C22H32AlF3N2O3P as an isolated structure in a non-equilibrium geometry, from the OMol25 dataset.

Structure (XYZ):
```
64
Properties=species:S:1:pos:R:3:forces:R:3
C 6.537 1.576 1.451 -0.500 -0.616 -0.334
P 4.758 1.059 1.267 0.181 -0.205 -0.291
O 4.281 1.334 -0.344 0.414 -0.144 0.509
Al 3.399 2.372 2.747 -0.740 0.354 0.521
C 2.508 1.037 3.977 0.269 0.426 0.184
C 1.830 1.644 5.234 -0.251 -0.675 0.043
C 1.504 0.578 6.335 0.305 -0.268 -0.333
C 1.391 -0.872 5.839 -1.121 0.229 1.169
O 2.654 -1.551 5.922 0.335 0.712 -1.086
C 2.745 -2.594 5.053 0.457 1.332 -0.054
O 2.417 -3.661 5.393 -0.758 -2.837 0.502
C 2.127 3.417 1.550 0.188 -0.082 0.439
C 0.834 3.890 2.242 -0.822 -0.712 0.273
C -0.227 4.293 1.240 -0.084 -1.464 0.879
F -1.112 5.262 1.569 1.079 1.602 -0.342
C -0.348 3.775 -0.002 -0.075 1.334 0.707
F -0.734 2.531 -0.286 1.557 -1.075 -0.505
F -0.025 4.465 -1.084 -1.613 0.161 -1.091
H 6.655 1.894 2.494 -0.074 0.149 -0.257
H 7.147 0.672 1.317 0.066 0.354 -0.139
H 6.842 2.357 0.747 -0.055 -0.066 0.223
H 3.810 0.539 -0.622 0.168 0.187 -0.021
H 4.428 3.308 3.537 0.174 0.028 0.054
H 3.305 0.354 4.319 -0.192 0.084 -0.205
H 1.769 0.427 3.430 0.214 0.060 0.083
H 0.892 2.120 4.908 0.197 0.014 0.238
H 2.444 2.414 5.720 -0.084 -0.028 -0.337
H 2.294 0.566 7.100 -0.137 0.042 -0.206
H 0.574 0.794 6.881 0.175 0.170 -0.250
H 0.712 -1.391 6.539 0.233 -0.027 -0.236
H 0.906 -0.957 4.857 0.494 0.067 -0.020
H 3.168 -2.464 4.040 0.019 0.847 0.234
H 2.672 4.313 1.218 -0.128 -0.327 -0.302
H 1.910 2.769 0.684 0.000 0.288 0.109
H 1.019 4.801 2.833 -0.108 -0.145 -0.174
H 0.459 3.156 2.976 0.065 0.132 -0.135
C -3.247 2.860 -2.648 0.114 -0.187 0.017
N -3.167 1.448 -3.082 -0.188 0.374 -0.039
C -2.121 0.701 -2.677 0.227 -0.186 0.051
C -2.026 -0.623 -3.022 0.270 0.051 -0.110
C -3.023 -1.221 -3.798 -0.031 -0.094 -0.006
C -4.084 -0.410 -4.221 -0.271 0.044 0.158
C -4.134 0.912 -3.855 -0.004 -0.356 -0.042
C -2.981 -2.649 -4.139 -0.037 0.122 -0.002
C -4.034 -3.502 -3.785 -0.251 -0.045 -0.170
C -4.006 -4.824 -4.148 -0.019 0.318 0.031
N -2.970 -5.323 -4.854 -0.150 -0.328 0.048
C -1.926 -4.533 -5.192 0.037 0.256 0.063
C -1.909 -3.207 -4.846 0.260 -0.095 0.104
C -2.969 -6.736 -5.283 0.127 0.221 -0.014
H -2.341 3.371 -2.969 -0.026 0.065 0.098
H -3.333 2.875 -1.563 0.057 0.122 -0.019
H -4.117 3.330 -3.095 0.015 -0.057 -0.020
H -1.375 1.189 -2.063 -0.092 0.063 0.009
H -1.180 -1.194 -2.662 -0.026 0.034 0.005
H -4.877 -0.809 -4.841 0.027 0.025 0.015
H -4.944 1.558 -4.164 0.080 0.072 0.041
H -4.880 -3.136 -3.219 0.032 -0.019 -0.011
H -4.807 -5.502 -3.890 0.088 -0.067 -0.034
H -1.124 -4.992 -5.752 -0.069 -0.052 -0.003
H -1.065 -2.602 -5.151 -0.026 -0.021 0.010
H -2.072 -7.214 -4.895 -0.036 -0.079 -0.068
H -2.980 -6.759 -6.371 0.026 -0.130 0.025
H -3.851 -7.236 -4.895 0.021 0.043 0.012
```
Positions in Å, forces in eV/Å.

Total charge: +1
HOMO-LUMO gap: 1.44 eV
Relative energy (zero: lowest compared OMol25 entry of this formula, charge and spin): 0.0 kJ/mol
Energy: -2075.59660 hartree

Here are the Löwdin charges for atoms 1 to 5, given in e: C -0.346; P 0.794; O -0.412; Al 0.232; C -0.310

***

[2]
The following is a quantum chemistry calculation of C34H32CoN4O5S5 as an isolated structure, from the OMol25 dataset.

Structure (XYZ):
```
81
Properties=species:S:1:pos:R:3:forces:R:3
Co 0.042 0.404 0.695 -0.155 0.099 -0.748
C 0.445 -3.231 -1.552 0.013 0.043 -0.016
C 0.692 -2.133 -0.551 -0.029 0.046 -0.042
N -0.016 -1.044 -0.575 -0.114 -0.117 0.061
N -1.015 -1.009 -1.545 0.076 -0.039 -0.025
C -1.639 0.113 -1.613 -0.010 0.068 -0.112
S -1.350 1.507 -0.655 -0.050 -0.149 0.276
S -2.918 0.301 -2.815 -0.025 -0.027 0.009
C -3.130 -1.393 -3.453 0.044 0.056 0.063
C -4.111 -2.206 -2.653 -0.006 0.030 0.004
C -3.703 -2.957 -1.554 -0.042 0.023 -0.002
C -4.630 -3.658 -0.798 0.015 -0.008 0.000
C -5.975 -3.629 -1.134 -0.015 0.002 0.011
C -6.390 -2.892 -2.233 -0.011 -0.003 -0.014
C -5.463 -2.185 -2.984 0.010 -0.016 -0.016
C 1.744 -2.358 0.436 0.031 0.005 0.017
C 2.398 -3.604 0.481 -0.038 0.018 -0.001
C 3.367 -3.899 1.412 0.011 -0.015 0.025
C 3.716 -2.929 2.359 -0.032 -0.059 0.046
C 3.121 -1.695 2.334 -0.139 -0.094 0.027
C 2.140 -1.361 1.367 -0.116 -0.013 0.036
O 1.676 -0.155 1.376 0.045 -0.151 0.315
H -0.387 -2.989 -2.198 0.001 0.014 -0.011
H 0.240 -4.169 -1.036 -0.022 -0.003 -0.004
H 1.338 -3.367 -2.164 0.025 -0.021 0.011
H -2.143 -1.847 -3.479 -0.012 -0.027 -0.026
H -3.489 -1.262 -4.474 0.021 -0.003 -0.008
H -2.659 -2.960 -1.276 0.068 0.014 0.015
H -4.298 -4.219 0.067 0.003 -0.006 0.002
H -6.698 -4.170 -0.537 -0.001 -0.010 -0.003
H -7.438 -2.862 -2.503 -0.004 0.007 -0.001
H -5.792 -1.600 -3.836 -0.008 0.008 -0.004
H 2.137 -4.367 -0.238 -0.010 -0.006 0.007
H 3.833 -4.875 1.423 0.005 -0.012 -0.004
H 4.451 -3.158 3.122 0.015 0.010 0.000
H 3.357 -0.931 3.061 -0.007 -0.004 0.044
S 2.761 0.043 -2.392 0.039 0.098 0.050
C 3.699 0.304 -1.055 0.024 0.089 0.031
N 4.671 -0.540 -0.665 -0.203 0.039 0.001
C 5.477 -0.330 0.522 0.172 0.115 0.087
C 5.624 1.138 0.801 0.042 -0.161 0.008
N 4.291 1.709 0.892 0.102 0.271 -0.387
C 4.110 2.904 1.714 -0.112 -0.012 0.146
C 4.871 2.818 3.005 0.009 0.030 0.059
C 5.934 3.667 3.283 0.003 -0.024 -0.006
C 6.623 3.566 4.486 0.013 0.013 -0.006
C 6.253 2.611 5.419 0.002 -0.010 0.012
C 5.182 1.764 5.152 0.022 -0.001 0.006
C 4.494 1.872 3.955 -0.039 -0.017 0.009
C 3.463 1.547 -0.172 -0.206 -0.228 0.166
S 2.201 2.552 -0.455 -0.002 -0.017 -0.221
C 4.864 -1.844 -1.290 0.020 -0.121 0.090
C 6.089 -1.864 -2.165 0.050 -0.035 0.018
C 7.196 -2.627 -1.812 -0.003 -0.030 -0.020
C 8.338 -2.632 -2.603 0.000 0.012 -0.017
C 8.381 -1.864 -3.756 0.009 -0.012 0.006
C 7.278 -1.097 -4.114 0.017 0.015 -0.025
C 6.140 -1.096 -3.326 -0.028 0.058 -0.025
H 6.458 -0.781 0.356 -0.008 0.027 -0.061
H 5.003 -0.826 1.374 0.133 0.054 -0.106
H 6.207 1.640 0.018 0.015 -0.024 -0.002
H 6.141 1.267 1.750 -0.041 0.039 -0.027
H 3.042 2.982 1.924 0.018 -0.007 -0.049
H 4.380 3.797 1.136 0.036 -0.011 0.053
H 6.225 4.414 2.553 0.002 0.001 -0.012
H 7.450 4.234 4.691 0.004 0.004 0.004
H 6.788 2.530 6.356 0.000 0.002 0.004
H 4.876 1.028 5.883 -0.011 -0.006 0.008
H 3.645 1.230 3.750 -0.049 0.015 -0.001
H 3.962 -2.079 -1.851 0.038 -0.003 -0.020
H 4.973 -2.576 -0.483 -0.055 0.040 -0.026
H 7.161 -3.229 -0.911 -0.012 0.003 0.014
H 9.191 -3.232 -2.316 0.008 -0.002 0.002
H 9.269 -1.862 -4.375 0.008 0.000 -0.006
H 7.306 -0.496 -5.014 0.006 0.000 -0.011
H 5.276 -0.501 -3.601 0.023 -0.015 0.013
O -1.189 -0.315 1.883 0.265 -0.015 0.021
S -0.926 0.776 2.969 0.150 0.157 0.026
O -2.149 1.390 3.400 -0.074 -0.048 -0.044
O -0.121 1.709 2.039 0.110 0.053 0.233
O -0.090 0.239 4.013 -0.033 0.002 0.075
```
Positions in Å, forces in eV/Å.

Total charge: -1
HOMO-LUMO gap (alpha / beta): 6.99 / 7.02 eV
Relative energy (zero: lowest compared OMol25 entry of this formula, charge and spin): 102.0 kJ/mol
Energy: -5283.89113 hartree

Here are the Löwdin charges for atoms 1 to 5, given in e: Co 0.339; C -0.020; C -0.230; N -0.021; N -0.060

***

[3]
The following is a quantum chemistry calculation of C30H46N3O4OsP2S2 as an isolated structure in a non-equilibrium geometry, from the OMol25 dataset.

Structure (XYZ):
```
88
Properties=species:S:1:pos:R:3:forces:R:3
Os 0.152 -0.900 -0.203 -0.316 -0.019 1.587
C 5.024 -0.734 0.653 -0.010 -0.066 0.000
C 3.535 -0.612 0.963 -0.241 0.103 -0.052
C 3.242 0.628 1.812 -0.040 -0.025 -0.099
P 2.455 -0.580 -0.547 0.635 0.426 -0.341
C 3.328 -1.562 -1.851 -0.276 -0.036 0.038
C 3.420 -3.034 -1.439 0.028 0.120 0.123
C 2.641 -1.393 -3.208 -0.025 -0.033 0.077
C 2.419 1.105 -1.220 -0.360 -0.061 0.154
C 3.519 1.746 -1.770 -0.003 -0.030 -0.038
C 3.398 2.955 -2.445 -0.031 -0.008 -0.006
C 4.590 3.632 -3.054 -0.038 0.027 -0.016
C 2.116 3.487 -2.594 0.065 -0.025 0.030
C 1.010 2.872 -2.049 -0.213 -0.195 0.088
C 1.138 1.688 -1.303 0.619 0.255 -0.391
N 0.048 1.037 -0.717 0.049 0.137 -0.037
C -1.077 1.763 -0.324 -0.073 -0.011 0.055
C -1.002 3.109 0.068 0.127 0.079 0.043
C -2.121 3.785 0.504 0.169 0.041 -0.032
C -3.362 3.158 0.548 -0.150 -0.214 -0.015
C -4.595 3.869 1.023 0.096 0.010 0.002
C -3.426 1.811 0.190 -0.003 0.167 0.081
C -2.315 1.098 -0.224 -0.096 -0.528 -0.033
P -2.316 -0.760 -0.510 -0.507 1.360 -0.951
C -3.817 -1.385 0.416 0.354 -0.034 0.258
C -3.646 -1.205 1.927 0.017 -0.146 -0.087
C -5.193 -0.895 -0.066 0.071 0.035 -0.096
C -2.784 -0.809 -2.312 0.197 -0.162 0.077
C -1.707 -0.185 -3.201 -0.073 -0.035 0.144
C -3.158 -2.207 -2.797 -0.026 -0.002 0.120
H 5.582 -0.745 1.590 0.004 0.023 0.008
H 5.376 0.120 0.072 0.031 -0.007 0.007
H 5.264 -1.651 0.116 0.056 0.066 0.009
H 3.203 -1.503 1.506 -0.008 -0.019 -0.024
H 3.685 1.514 1.355 0.011 -0.003 0.017
H 3.666 0.509 2.810 0.033 -0.008 -0.006
H 2.170 0.798 1.915 -0.004 0.016 0.070
H 4.335 -1.139 -1.897 -0.016 0.090 0.026
H 2.437 -3.492 -1.474 -0.074 -0.090 -0.003
H 3.820 -3.151 -0.429 -0.021 -0.081 -0.056
H 4.073 -3.574 -2.125 0.017 0.033 -0.025
H 1.643 -1.830 -3.179 0.028 0.022 -0.035
H 3.214 -1.916 -3.975 0.027 -0.019 0.023
H 2.566 -0.347 -3.502 0.008 0.019 -0.020
H 4.497 1.284 -1.692 0.004 0.015 -0.024
H 5.521 3.240 -2.648 0.009 0.014 -0.001
H 4.557 4.707 -2.877 0.040 -0.003 -0.001
H 4.602 3.479 -4.135 0.019 0.008 0.006
H 1.975 4.401 -3.158 0.038 -0.014 -0.029
H 0.027 3.282 -2.233 0.005 0.049 0.026
H -0.042 3.605 0.078 -0.005 0.020 0.023
H -2.025 4.813 0.829 -0.003 -0.003 -0.019
H -4.547 4.937 0.813 -0.020 -0.005 -0.004
H -4.700 3.747 2.104 -0.026 0.021 -0.009
H -5.487 3.457 0.554 -0.020 0.030 0.008
H -4.387 1.326 0.240 0.014 -0.010 0.002
H -3.757 -2.449 0.208 -0.020 0.004 -0.033
H -3.511 -0.157 2.196 -0.021 0.013 0.036
H -2.782 -1.767 2.284 -0.011 0.048 0.020
H -4.531 -1.586 2.439 -0.017 0.004 -0.018
H -5.595 -0.125 0.590 -0.011 0.022 -0.017
H -5.892 -1.730 -0.033 0.023 -0.025 0.016
H -5.191 -0.519 -1.087 -0.086 0.009 0.020
H -3.665 -0.163 -2.348 -0.013 0.002 0.003
H -0.777 -0.747 -3.125 0.076 -0.002 -0.036
H -1.525 0.858 -2.941 0.063 0.026 -0.012
H -2.034 -0.218 -4.242 -0.022 -0.003 0.018
H -2.297 -2.871 -2.767 -0.004 -0.015 -0.040
H -3.507 -2.148 -3.829 -0.037 0.027 0.002
H -3.952 -2.649 -2.192 0.012 -0.034 -0.039
O 0.513 -2.887 0.557 0.332 0.860 0.276
S -0.379 -3.432 -0.548 -1.271 -1.317 -0.420
O -1.738 -2.797 -0.246 0.336 -0.646 0.218
O 0.099 -2.808 -1.787 0.245 -0.036 -0.340
O -0.466 -4.849 -0.522 0.143 -0.067 0.004
C -0.316 0.560 5.445 -0.091 0.166 0.031
N -0.142 -0.757 4.869 0.069 -0.095 -0.246
C 0.058 -1.939 5.559 -0.044 -0.124 0.018
C 0.141 -2.925 4.643 0.009 -0.140 0.178
N -0.011 -2.338 3.406 0.024 -0.129 -0.394
C -0.177 -1.012 3.541 -0.124 0.239 0.131
S -0.436 0.176 2.347 0.173 -0.181 -0.171
H -0.018 0.535 6.489 0.021 -0.040 -0.003
H -1.358 0.872 5.371 0.009 -0.030 0.013
H 0.293 1.280 4.902 0.043 -0.027 0.023
H 0.107 -1.972 6.633 0.024 0.009 -0.026
H 0.287 -3.982 4.767 0.005 0.018 -0.028
H 0.019 -2.804 2.496 0.070 0.167 0.169
```
Positions in Å, forces in eV/Å.

Spin multiplicity: 5
Total charge: +1
HOMO-LUMO gap (alpha / beta): 8.02 / 5.20 eV
Relative energy (zero: lowest compared OMol25 entry of this formula, charge and spin): 0.0 kJ/mol
Energy: -3205.55515 hartree

Here are the Löwdin charges for atoms 1 to 5, given in e: Os 1.165; C -0.096; C -0.508; C -0.117; P 0.986

***

[4]
The following is a quantum chemistry calculation of one molecule with the formula C4H6N2 in a non-equilibrium geometry, from the OMol25 dataset.

Structure (XYZ):
```
12
Properties=species:S:1:pos:R:3:forces:R:3
H 2.840 -1.220 -0.439 0.040 0.034 0.019
N 2.184 -0.470 -0.238 -0.238 -0.449 -0.293
C 0.984 -0.900 -0.326 0.001 -0.119 0.149
C -0.151 -0.028 -0.045 0.171 0.320 0.308
C -1.625 -0.415 0.014 0.054 -0.003 -0.037
C 0.237 1.174 0.351 -0.728 0.796 0.196
N 0.492 2.250 0.846 -0.366 -0.383 0.126
H 0.710 -1.936 -0.529 0.150 -0.166 -0.193
H -2.245 0.325 -0.510 0.180 -0.197 0.147
H -1.802 -1.379 -0.480 0.181 0.181 0.110
H -1.999 -0.492 1.046 0.174 -0.011 -0.290
H 0.368 3.100 0.308 0.382 -0.003 -0.242
```
Positions in Å, forces in eV/Å.

HOMO-LUMO gap: 9.37 eV
Relative energy (zero: lowest compared OMol25 entry of this formula, charge and spin): 192.1 kJ/mol
SMILES: [H]/N=C/C(C)=C=N
Energy: -265.46241 hartree

Here are the Löwdin charges for atoms 1 to 5, given in e: H 0.040; N 0.071; C -0.241; C -0.277; C -0.058